The following is a DFT calculation (ωB97M-V/def2-TZVPD) of a structure of composition C44H39GeN10O4S2Ti.

Positions of all 101 atoms, in Å:
1 Ti -2.04347 -0.12706 0.73139
2 N -1.35807 0.98984 4.85279
3 C -2.28957 1.30674 3.91639
4 S -3.76617 1.93314 4.41989
5 N -1.91557 1.10694 2.64669
6 N -2.65937 1.37524 1.59859
7 C -3.73457 2.09674 1.33829
8 C -4.23647 1.76034 0.06619
9 C -5.32107 2.39364 -0.57511
10 C -5.71377 1.97594 -1.81571
11 C -4.99337 0.93844 -2.43811
12 C -3.95077 0.34654 -1.76121
13 N -3.57577 0.68714 -0.52441
14 H -1.69537 0.81574 5.78569
15 H -0.54827 0.48004 4.51809
16 H -4.16617 2.83084 2.00309
17 H -5.82667 3.20284 -0.06991
18 H -6.54847 2.43944 -2.32131
19 H -5.25597 0.61884 -3.43361
20 H -3.36687 -0.43656 -2.23371
21 N 5.91773 -3.51776 1.79959
22 C 4.61363 -3.08276 1.94589
23 C 3.62973 -3.93696 2.45419
24 C 2.34053 -3.47266 2.64229
25 C 2.03483 -2.15906 2.34589
26 C 3.00493 -1.29506 1.87839
27 C 4.28673 -1.75506 1.66039
28 S 0.42793 -1.49516 2.75249
29 O 0.69133 -0.16876 3.26629
30 O -0.19717 -2.40336 3.68759
31 N -0.48587 -1.27976 1.43289
32 C -0.87517 -2.30226 0.67319
33 N -1.87997 -1.96316 -0.19641
34 C -2.33887 -2.93666 -0.99101
35 C -1.81707 -4.22026 -0.95121
36 C -0.79307 -4.45466 -0.04601
37 N -0.32297 -3.50616 0.77159
38 H 6.04063 -4.51426 1.73929
39 H 6.47643 -2.98626 1.15359
40 H 3.89253 -4.95806 2.70169
41 H 1.54503 -4.09156 3.02379
42 H 2.74653 -0.26176 1.71009
43 H 5.04833 -1.08946 1.28159
44 H -3.14217 -2.67266 -1.67031
45 H -2.18497 -4.98786 -1.61321
46 H -0.30877 -5.41876 0.03379
47 N -8.27947 -1.76556 1.25069
48 C -7.17617 -1.85906 1.57459
49 C -5.83877 -2.01376 1.95489
50 C -5.43787 -3.06986 2.82229
51 C -4.09857 -3.11536 3.15129
52 C -3.21087 -2.17356 2.66209
53 N -3.57587 -1.19256 1.77679
54 C -4.87197 -1.14226 1.46599
55 H -6.16187 -3.77146 3.20789
56 H -3.72347 -3.88236 3.81309
57 H -2.18477 -2.18336 3.00189
58 H -5.19557 -0.35736 0.79079
59 O -1.28827 1.62224 -2.42281
60 C -1.03237 1.62264 -1.22711
61 O -0.86577 0.56444 -0.52551
62 C -0.71417 2.93014 -0.49501
63 C 0.66463 2.72264 0.11639
64 Ge 1.89243 2.01024 -1.30801
65 C 2.02323 3.30934 -2.82121
66 C 3.14333 4.11424 -2.99321
67 C 3.23673 4.99194 -4.05881
68 C 2.19933 5.09124 -4.96941
69 C 1.07833 4.29484 -4.81161
70 C 0.99163 3.41024 -3.75041
71 C 3.72563 1.84444 -0.52601
72 C 4.80153 1.49164 -1.33251
73 C 6.05743 1.26854 -0.79851
74 C 6.26033 1.38774 0.56629
75 C 5.20213 1.74234 1.38469
76 C 3.94963 1.97354 0.83879
77 C 1.57763 0.20464 -2.06091
78 C 1.56603 -0.86696 -1.18141
79 C 1.45053 -2.16366 -1.64521
80 C 1.31273 -2.40266 -3.00321
81 C 1.29783 -1.33776 -3.88681
82 C 1.44663 -0.04386 -3.41861
83 H -1.46717 3.12454 0.27479
84 H -0.71527 3.74374 -1.22291
85 H 0.57833 2.00114 0.93639
86 H 1.07363 3.65854 0.50499
87 H 3.95553 4.04724 -2.28231
88 H 4.12543 5.59404 -4.18821
89 H 2.26473 5.78624 -5.79541
90 H 0.26793 4.35564 -5.52491
91 H 0.11103 2.79264 -3.63651
92 H 4.64363 1.39104 -2.39751
93 H 6.88023 0.98954 -1.44131
94 H 7.23783 1.20034 0.99149
95 H 5.34933 1.82454 2.45369
96 H 3.12983 2.25214 1.48839
97 H 1.63083 -0.68206 -0.11871
98 H 1.46833 -2.98566 -0.94291
99 H 1.22223 -3.41546 -3.37261
100 H 1.18153 -1.52246 -4.94651
101 H 1.45553 0.78444 -4.11221

Summary:
Total charge: -1
Multiplicity: 3
Gap between HOMO and LUMO (alpha / beta), eV: 4.01 / 6.82
Highest occupied orbital energy (alpha / beta), Eh: -0.0763 / -0.1895



The following is a DFT calculation (ωB97M-V/def2-TZVPD) of a structure of composition C44H39MgN4O2S3.

Positions of all 93 atoms, in Å:
1 Mg -1.49187 -0.98572 1.19614
2 C 0.02478 2.80962 5.22793
3 C -1.37242 2.24259 5.43441
4 N -2.05310 2.03940 4.16311
5 C -2.08552 0.88260 3.48881
6 S -2.76750 0.99122 1.86557
7 N -1.63743 -0.20360 4.10557
8 N -1.55977 -1.26214 3.25922
9 C -1.42903 -2.44951 3.72889
10 C -1.38430 -2.77797 5.18231
11 C -1.34807 -3.51355 2.68792
12 C -1.33980 -4.86245 3.01178
13 C -1.26741 -5.80221 1.99475
14 C -1.20422 -5.37696 0.67986
15 C -1.22272 -4.01418 0.43379
16 N -1.29526 -3.10568 1.40232
17 H 0.55624 2.87032 6.17827
18 H -0.01622 3.81416 4.80285
19 H 0.59276 2.17335 4.54993
20 H -1.99084 2.90761 6.03932
21 H -1.32680 1.28369 5.94295
22 H -2.38298 2.84578 3.65901
23 H -1.03990 -1.90606 5.73330
24 H -0.72234 -3.61817 5.38374
25 H -2.38065 -3.02939 5.55369
26 H -1.39778 -5.17225 4.04387
27 H -1.26518 -6.85754 2.23195
28 H -1.14531 -6.07529 -0.14214
29 H -1.17560 -3.62363 -0.57533
30 C -1.04749 -0.71451 -7.46005
31 C -1.28474 -0.49804 -5.99429
32 C -0.22051 -0.24201 -5.12793
33 C -0.43063 -0.04569 -3.77687
34 C -1.72837 -0.10910 -3.28045
35 C -2.80221 -0.37673 -4.11850
36 C -2.57255 -0.56287 -5.47206
37 S -2.10208 0.11790 -1.57753
38 O -1.16719 -0.82547 -0.80254
39 C -1.63474 1.78158 -1.14494
40 C -2.77662 2.61279 -1.06811
41 C -2.68855 3.84297 -0.49691
42 C -1.47462 4.26553 0.09406
43 C -1.39505 5.49832 0.78794
44 C -0.22794 5.89473 1.36812
45 C 0.92028 5.07695 1.27494
46 C 0.87690 3.89281 0.60089
47 C -0.32938 3.44300 -0.00235
48 C -0.40411 2.18382 -0.68285
49 C 0.92199 1.57317 -1.02386
50 C 1.56139 2.14168 -2.18272
51 C 0.87423 3.01715 -3.06724
52 C 1.49503 3.52572 -4.17017
53 C 2.83935 3.20056 -4.45310
54 C 3.52741 2.37036 -3.61930
55 C 2.90711 1.82305 -2.46962
56 C 3.62708 0.97528 -1.58895
57 C 3.01323 0.42753 -0.50994
58 C 1.64744 0.70903 -0.25004
59 S 0.95786 -0.05864 1.20524
60 O 1.54535 0.51749 2.43500
61 C 1.64080 -1.70038 0.99568
62 C 2.14652 -2.29287 2.13919
63 C 2.57087 -3.61599 2.07658
64 C 2.49829 -4.33889 0.89403
65 C 2.97221 -5.76178 0.82325
66 C 1.99050 -3.70730 -0.24456
67 C 1.55558 -2.39718 -0.20455
68 H -0.01134 -0.51938 -7.72851
69 H -1.68542 -0.06449 -8.05868
70 H -1.27820 -1.74367 -7.73911
71 H 0.78611 -0.19168 -5.52261
72 H 0.40454 0.14141 -3.11703
73 H -3.80651 -0.43453 -3.71875
74 H -3.40657 -0.76648 -6.13129
75 H -3.72698 2.24261 -1.43085
76 H -3.55817 4.48397 -0.43721
77 H -2.28121 6.11629 0.85039
78 H -0.17564 6.83562 1.89869
79 H 1.84185 5.39199 1.74505
80 H 1.76545 3.27935 0.55000
81 H -0.15595 3.27946 -2.87090
82 H 0.95332 4.18691 -4.83299
83 H 3.32113 3.61631 -5.32728
84 H 4.56066 2.11883 -3.82132
85 H 4.67012 0.76945 -1.79171
86 H 3.55611 -0.22384 0.16020
87 H 2.20207 -1.72185 3.05654
88 H 2.96743 -4.08857 2.96664
89 H 3.12336 -6.17926 1.81697
90 H 3.91989 -5.82572 0.28617
91 H 2.25618 -6.39080 0.29371
92 H 1.93424 -4.25783 -1.17631
93 H 1.14920 -1.92213 -1.08906

Summary:
Total charge: +1
Gap between HOMO and LUMO, eV: 7.44
Highest occupied orbital energy, Eh: -0.3698



The following is a DFT calculation (ωB97M-V/def2-TZVPD) of a structure of composition C44H40As2BrN3O4Ti.

Positions of all 95 atoms, in Å:
1 Ti -0.20456 -0.22741 0.01184
2 C 2.37804 -2.74318 -1.34332
3 C 3.11292 -1.83497 -0.35363
4 As 1.99238 -1.24284 1.13377
5 C 1.88429 -2.80525 2.24612
6 C 0.67527 -3.29172 2.72589
7 C 0.64907 -4.41127 3.54591
8 C 1.83122 -5.05617 3.87488
9 C 3.04308 -4.58016 3.38994
10 C 3.07413 -3.45407 2.58254
11 C 3.08335 -0.00803 2.11796
12 C 3.62087 1.09657 1.45948
13 C 4.38383 2.01839 2.15773
14 C 4.59534 1.84826 3.52141
15 C 4.04796 0.75950 4.18128
16 C 3.29037 -0.17415 3.48352
17 As 0.42067 -2.53352 -1.42940
18 C -0.30503 -4.20216 -0.76183
19 C -1.63819 -4.48252 -1.08401
20 C -2.22360 -5.67035 -0.66616
21 C -1.47781 -6.59051 0.05600
22 C -0.15459 -6.31859 0.36841
23 C 0.43324 -5.12289 -0.02517
24 C -0.05198 -2.67704 -3.28746
25 C 0.78717 -3.34803 -4.17558
26 C 0.38023 -3.54865 -5.48770
27 C -0.86473 -3.10532 -5.90977
28 C -1.71732 -2.46747 -5.01931
29 C -1.30767 -2.25040 -3.71089
30 H 2.55296 -3.79510 -1.11779
31 H 2.74374 -2.57706 -2.36031
32 H 3.48871 -0.93692 -0.84592
33 H 3.98845 -2.33972 0.06428
34 H -0.25838 -2.80663 2.46680
35 H -0.29255 -4.78145 3.92551
36 H 1.81259 -5.92622 4.51584
37 H 3.96556 -5.07678 3.65566
38 H 4.03542 -3.07917 2.24445
39 H 3.47086 1.24414 0.39194
40 H 4.82360 2.86167 1.64394
41 H 5.19574 2.56222 4.06680
42 H 4.21784 0.62740 5.24022
43 H 2.87528 -1.02440 4.01163
44 H -2.21610 -3.80788 -1.71446
45 H -3.24858 -5.88918 -0.93211
46 H -1.92477 -7.52528 0.36359
47 H 0.42935 -7.03861 0.92416
48 H 1.45848 -4.93665 0.26046
49 H 1.74833 -3.73836 -3.86263
50 H 1.02964 -4.07024 -6.17641
51 H -1.18019 -3.27746 -6.92945
52 H -2.70281 -2.15656 -5.33774
53 H -2.00216 -1.78733 -3.01421
54 O 0.24495 5.05067 3.35410
55 C 0.27298 3.97500 2.59063
56 C 0.61513 3.97697 1.23033
57 C 0.60028 2.78636 0.55151
58 N 0.27861 1.60121 1.11790
59 C -0.04513 1.64039 2.41816
60 Br -0.53565 -0.02506 3.15336
61 C -0.06218 2.76181 3.20247
62 H 0.43637 5.86306 2.86549
63 H 0.88764 4.88832 0.71863
64 H 0.86144 2.75826 -0.49838
65 H -0.33216 2.72645 4.24716
66 O -6.25962 4.07062 3.06302
67 C -5.01305 4.27310 2.62223
68 O -4.35848 5.20940 2.97502
69 C -4.42434 3.27584 1.65891
70 C -4.30652 1.93180 1.99121
71 C -3.51774 1.09019 1.22054
72 C -2.89112 1.59566 0.09296
73 C -3.06030 2.92588 -0.28592
74 C -3.82294 3.76754 0.50420
75 N -1.88885 0.83922 -0.62374
76 C -1.86011 0.89414 -1.91090
77 C -0.55734 0.73145 -2.61428
78 C -0.44814 0.92240 -3.97486
79 C 0.83149 1.02008 -4.52673
80 C 1.92903 0.94653 -3.68762
81 C 1.73095 0.71876 -2.32770
82 N 0.51589 0.58926 -1.79490
83 H -6.69754 3.35281 2.58889
84 H -4.78873 1.54716 2.88047
85 H -3.40524 0.05847 1.51805
86 H -2.54056 3.32712 -1.14583
87 H -3.91115 4.81587 0.25626
88 H -2.72556 1.22140 -2.48864
89 H -1.33094 1.01908 -4.59069
90 H 0.95532 1.17250 -5.58960
91 H 2.93436 1.05889 -4.06507
92 H 2.56839 0.63618 -1.64537
93 O -1.67834 -1.73736 0.64676
94 H -2.47485 -1.61872 1.17204
95 H -1.64284 -2.67018 0.34272

Summary:
Total charge: +3
Multiplicity: 2
Gap between HOMO and LUMO (alpha / beta), eV: 6.67 / 6.55
Highest occupied orbital energy (alpha / beta), Eh: -0.5930 / -0.5923



The following is a DFT calculation (ωB97M-V/def2-TZVPD) of a structure of composition C44H40FMgNP2Si.

Positions of all 90 atoms, in Å:
1 Mg -0.32275 -0.14203 -0.48544
2 C 1.20721 3.30000 0.80007
3 N 2.43945 2.53083 0.87086
4 C 2.97132 2.02987 -0.39199
5 P 2.34275 0.30033 -0.68336
6 C 3.07709 -0.20151 -2.26238
7 C 3.65995 0.69302 -3.15512
8 C 4.13340 0.24275 -4.38089
9 C 4.03017 -1.09797 -4.71768
10 C 3.44685 -1.99437 -3.83012
11 C 2.96439 -1.54860 -2.61202
12 C 3.29121 -0.60089 0.58136
13 C 2.74222 -0.67480 1.85928
14 C 3.44695 -1.27394 2.89223
15 C 4.69950 -1.81802 2.65010
16 C 5.24611 -1.76241 1.37419
17 C 4.54706 -1.15380 0.34256
18 C 3.35266 2.91669 1.87443
19 C 3.06628 3.96479 2.75462
20 C 3.95512 4.30808 3.76521
21 C 5.15222 3.63337 3.92219
22 C 5.44801 2.59799 3.04563
23 C 4.56786 2.23919 2.04106
24 P -0.12906 2.62118 -0.29960
25 C 0.33761 3.26344 -1.94798
26 C 0.33375 2.40184 -3.04261
27 C 0.76826 2.85723 -4.28407
28 C 1.19175 4.16567 -4.44096
29 C 1.17250 5.03743 -3.35642
30 C 0.74853 4.58881 -2.11815
31 C -1.50454 3.71852 0.19824
32 C -1.86497 3.83391 1.54083
33 C -2.95682 4.60087 1.91577
34 C -3.71664 5.24864 0.95237
35 C -3.38184 5.11902 -0.38683
36 C -2.28440 4.35831 -0.76326
37 H 1.38481 4.34977 0.52615
38 H 0.76208 3.30357 1.79566
39 H 4.05979 2.00856 -0.36794
40 H 2.68227 2.67719 -1.22226
41 H 3.74333 1.74506 -2.91078
42 H 4.58395 0.94391 -5.07162
43 H 4.40079 -1.44534 -5.67346
44 H 3.35786 -3.04208 -4.08676
45 H 2.50620 -2.25211 -1.92446
46 H 1.75845 -0.26335 2.05000
47 H 3.01224 -1.32299 3.88200
48 H 5.24816 -2.29277 3.45345
49 H 6.21963 -2.19474 1.18089
50 H 4.97740 -1.11640 -0.65020
51 H 2.15567 4.53746 2.66149
52 H 3.70016 5.12488 4.42863
53 H 5.84216 3.90578 4.70909
54 H 6.37390 2.04598 3.14830
55 H 4.82394 1.40228 1.40852
56 H -0.03479 1.38744 -2.92747
57 H 0.76887 2.17862 -5.12737
58 H 1.52858 4.51599 -5.40843
59 H 1.48691 6.06594 -3.47853
60 H 0.72839 5.28037 -1.28430
61 H -1.30678 3.31169 2.30917
62 H -3.21907 4.68350 2.96247
63 H -4.57122 5.84458 1.24454
64 H -3.97689 5.61007 -1.14574
65 H -2.03538 4.26432 -1.81210
66 F -1.15859 -0.04706 -2.08460
67 C 2.45963 -4.93732 -1.84329
68 C 1.15105 -4.62978 -2.19731
69 C 0.36567 -3.86120 -1.35063
70 C 0.84944 -3.39653 -0.12074
71 C 2.16527 -3.72268 0.21490
72 C 2.96525 -4.47707 -0.63594
73 Si -0.26796 -2.28766 0.95637
74 C -1.89561 -3.21938 1.19336
75 C -2.09426 -4.06947 2.28438
76 C -3.28368 -4.76582 2.44975
77 C -4.30268 -4.63159 1.51701
78 C -4.12854 -3.79137 0.42656
79 C -2.94065 -3.08873 0.27471
80 H 3.07816 -5.53525 -2.50148
81 H 0.74375 -4.98687 -3.13552
82 H -0.64981 -3.62315 -1.65288
83 H 2.57655 -3.38140 1.15910
84 H 3.98369 -4.71131 -0.34912
85 H 0.37885 -2.32840 2.30697
86 H -1.30358 -4.19032 3.01653
87 H -3.41483 -5.41647 3.30585
88 H -5.23016 -5.17638 1.64166
89 H -4.92160 -3.67617 -0.30199
90 H -2.83240 -2.41623 -0.57152

Summary:
Gap between HOMO and LUMO, eV: 7.76
Highest occupied orbital energy, Eh: -0.2677



Number 1: energy -170657.6229 eV, maximum force 0.06946 Eh/bohr. Number 2: energy -94265.4569 eV, maximum force 0.00754 Eh/bohr. Number 3: energy -273750.8169 eV, maximum force 0.03127 Eh/bohr. Number 4: energy -82387.5870 eV, maximum force 0.00271 Eh/bohr.